Entry 1:
A cluster of 11 separate species, C23H66BO13S2 in total at a distorted geometry. Source: the Open Molecules 2025 dataset; level of theory: ωB97M-V/def2-TZVPD.

Properties
- orbital gap (Ha) = 0.256

The geometry in ORCA input format:
```
! wB97M-V def2-TZVPD RIJCOSX def2/J DEFGRID3
* xyz 1 1
C -3.0169 4.6627 4.0120
C -4.0005 3.9263 4.0449
C -4.9761 2.7057 3.8744
S -4.0512 1.2220 3.2209
S -5.3405 -0.4284 3.5514
O -2.7234 0.9043 4.1664
B -1.5199 1.5108 3.6457
O -0.4836 1.7995 4.5973
O -1.3047 1.8810 2.3151
H -2.0092 5.1210 3.7905
H -5.7540 3.0311 3.1047
H -5.4899 2.4599 4.8536
H -4.4413 -1.4917 3.5146
H 0.2290 1.1611 4.3546
H -0.6383 2.6078 2.2764
C 1.5605 1.5378 -1.2542
C 1.6400 2.6974 -0.2813
O 1.5398 2.2190 1.0634
H 0.6186 0.9948 -1.1285
H 1.6304 1.8889 -2.2863
H 2.3644 0.8255 -1.0723
H 0.8191 3.3990 -0.4527
H 2.5830 3.2367 -0.3932
H 2.2727 1.6077 1.2100
C -1.5672 9.4501 4.4927
C -2.5629 8.3650 4.8517
O -1.8807 7.1945 5.2975
H -0.8892 9.1040 3.7090
H -2.0788 10.3496 4.1442
H -0.9498 9.7098 5.3570
H -3.1626 8.0934 3.9809
H -3.2378 8.7017 5.6444
H -1.3594 7.4385 6.0729
C 3.8320 7.2329 -1.8882
C 2.8529 6.1444 -1.4954
O 3.5533 4.9902 -1.0409
H 4.5010 6.8799 -2.6760
H 3.3060 8.1214 -2.2441
H 4.4601 7.5135 -1.0379
H 2.2431 5.8521 -2.3521
H 2.1863 6.4877 -0.6973
H 4.0841 5.2524 -0.2776
C 5.8258 -1.5505 -1.4263
C 4.4835 -1.0199 -0.9628
O 3.8369 -0.3217 -2.0233
H 6.4654 -0.7319 -1.7659
H 6.3342 -2.0839 -0.6192
H 5.7010 -2.2304 -2.2734
H 4.6134 -0.3241 -0.1307
H 3.8337 -1.8349 -0.6329
H 3.7170 -0.9440 -2.7515
C -2.3907 4.1998 -1.1928
C -2.0348 4.3082 -2.6635
O -0.7304 4.8541 -2.8169
H -2.3488 5.1819 -0.7152
H -3.3942 3.7869 -1.0632
H -1.6760 3.5583 -0.6681
H -2.7367 4.9656 -3.1789
H -2.0641 3.3256 -3.1450
H -0.1124 4.2636 -2.3667
C 5.7892 -5.6476 -5.2530
C 5.5848 -5.0944 -3.8568
O 5.4352 -3.6774 -3.9026
H 6.6741 -5.2034 -5.7153
H 5.9108 -6.7327 -5.2290
H 4.9378 -5.4036 -5.8947
H 6.4461 -5.3210 -3.2264
H 4.6928 -5.5272 -3.3928
H 4.6667 -3.4837 -4.4545
C -6.0905 -4.2787 1.6175
C -6.3243 -3.8861 0.1713
O -7.3224 -2.8742 0.0901
H -7.0150 -4.6430 2.0698
H -5.3296 -5.0599 1.6913
H -5.7676 -3.4186 2.2030
H -6.6682 -4.7443 -0.4078
H -5.4028 -3.5089 -0.2846
H -7.0091 -2.1144 0.5958
C -7.9040 -3.7048 6.0276
C -6.9051 -4.1816 4.9929
O -6.3960 -3.0726 4.2482
H -8.7321 -3.1788 5.5469
H -8.3042 -4.5444 6.5990
H -7.4366 -2.9992 6.7207
H -7.3801 -4.8676 4.2913
H -6.0674 -4.6993 5.4688
H -5.9695 -2.4742 4.8760
C 0.5162 -3.8175 1.6291
C 1.8874 -3.1984 1.4403
O 1.7751 -1.9389 0.7851
H 0.0207 -3.9520 0.6649
H 0.5905 -4.7875 2.1256
H -0.1242 -3.1636 2.2292
H 2.5158 -3.8429 0.8236
H 2.3848 -3.0507 2.4042
H 1.2260 -1.3700 1.3388
C 5.4271 -7.3264 -9.5291
C 6.1805 -7.9249 -8.3571
O 5.2655 -8.4936 -7.4260
H 4.7313 -6.5576 -9.1846
H 6.1161 -6.8809 -10.2501
H 4.8324 -8.0905 -10.0374
H 6.7554 -7.1553 -7.8392
H 6.8713 -8.7046 -8.6933
H 4.7673 -9.1783 -7.8897
*
```

Atom charges from the Löwdin analysis, given in e for atoms 1 to 2:
1. C 0.137
2. C -0.120


Entry 2:
A cluster of 12 separate species, C23H66F3O14S12 in total at a distorted geometry. Source: the Open Molecules 2025 dataset; level of theory: ωB97M-V/def2-TZVPD.

Properties
- orbital gap (Ha) = 0.270
- ΔE to the lowest compared entry with this formula, charge and spin (kcal per mole) = 73.3

The geometry in ORCA input format:
```
! wB97M-V def2-TZVPD RIJCOSX def2/J DEFGRID3
* xyz -1 1
C 0.4924 0.8130 0.1426
F 1.2781 1.5351 -0.6028
F 0.9610 1.0291 1.3785
F -0.6687 1.4983 0.1188
S 0.4380 -1.0430 -0.2796
O 1.4364 -1.2156 -1.2764
O 0.7670 -1.6935 0.9304
O -0.9038 -1.2072 -0.7833
C 2.7357 -3.4203 -3.6412
S 4.4849 -3.7679 -3.8905
O 4.4932 -5.1448 -4.5471
C 4.5289 -2.5978 -5.2481
H 2.3333 -4.0856 -2.8305
H 1.9698 -3.5403 -4.4649
H 2.5860 -2.4275 -3.2142
H 3.9442 -2.9014 -6.0880
H 5.6078 -2.4451 -5.5707
H 4.1303 -1.6533 -4.9351
C -2.9783 0.7289 -2.3328
S -4.7085 1.1521 -2.4206
O -5.3221 0.5009 -1.1743
C -4.4514 2.8803 -2.0145
H -2.5521 0.9569 -3.3136
H -2.9253 -0.3540 -2.2325
H -2.4667 1.0814 -1.4716
H -5.4332 3.2590 -1.7956
H -3.9451 3.5314 -2.7991
H -3.8667 2.9273 -1.1083
C -0.6231 4.2161 -1.0007
S -0.8287 5.6309 -2.0624
O 0.2096 6.5848 -1.5330
C -0.1154 4.8267 -3.4810
H 0.3744 3.8674 -1.1379
H -1.1880 3.2886 -1.3302
H -0.8254 4.5417 0.0687
H -0.8056 4.0572 -3.8099
H 0.8167 4.2737 -3.4301
H -0.0077 5.6172 -4.2306
C 6.0194 0.4246 -2.0965
S 4.5857 -0.4987 -1.6644
O 5.1495 -1.9175 -1.5267
C 4.3528 0.1711 -0.0583
H 5.8238 1.5151 -2.1191
H 6.1897 -0.0521 -3.0638
H 6.9046 0.2423 -1.4489
H 5.3240 0.0484 0.4775
H 3.6673 -0.5444 0.5215
H 4.0946 1.2159 -0.1955
C -1.4057 5.9484 2.5743
S -1.0141 4.9863 3.9924
O -2.4012 4.5200 4.3966
C -0.3044 3.6374 2.9900
H -0.5843 6.0101 1.8992
H -1.7978 6.9357 2.8836
H -2.1617 5.4731 1.9922
H -0.1631 2.7806 3.6425
H 0.7330 3.9092 2.6540
H -0.9688 3.4536 2.1395
C -4.2534 -2.4099 -0.0931
S -4.3926 -3.6608 -1.3759
O -5.8271 -4.1233 -1.3420
C -4.3255 -2.6876 -2.8508
H -4.5434 -2.6385 0.9253
H -5.0112 -1.6536 -0.4174
H -3.2012 -2.0433 -0.2260
H -3.2962 -2.5105 -3.1349
H -4.6927 -1.6469 -2.7949
H -4.7431 -3.1663 -3.7095
C -1.6941 -3.5339 2.0019
S -0.4965 -4.8859 2.0046
O -1.2002 -6.1490 2.5134
C -0.2037 -5.0181 0.2788
H -1.3364 -2.6422 1.6077
H -2.0521 -3.3419 3.0461
H -2.4807 -3.9832 1.4134
H -0.1205 -4.0034 -0.0811
H -0.9848 -5.5907 -0.2328
H 0.7115 -5.6795 0.0704
C 0.4299 -1.2857 6.8127
S -0.3083 -2.1513 5.4630
O -1.7438 -1.5894 5.3192
C 0.5919 -1.2149 4.2319
H -0.2455 -1.2811 7.7625
H 0.4442 -0.1924 6.6797
H 1.2955 -1.8644 7.1220
H 0.4552 -1.5047 3.1959
H 1.6499 -1.4693 4.4167
H 0.4777 -0.1601 4.2979
C 0.2876 0.5078 -4.0077
S -0.1610 -1.2251 -4.0983
O -1.6610 -1.2866 -4.3823
C 0.5820 -1.6577 -5.5643
H -0.3401 0.8253 -3.1890
H 0.0764 1.0129 -4.9222
H 1.3660 0.5050 -3.6353
H 0.3125 -2.6993 -5.7671
H 1.6969 -1.4386 -5.5048
H 0.1874 -1.0127 -6.3174
C -3.6644 2.1839 1.5023
S -2.8753 1.4477 2.9246
O -4.0757 1.3338 3.9363
C -2.5477 -0.1293 2.2492
H -2.9093 2.0804 0.6673
H -3.7589 3.2069 1.6321
H -4.6861 1.7517 1.3363
H -3.4757 -0.3604 1.7640
H -2.3492 -0.8158 3.1229
H -1.6500 -0.1298 1.6022
C 3.7139 0.8078 3.2710
S 4.0460 0.8149 4.9870
O 2.7180 0.8249 5.6842
C 4.5823 -0.8717 5.0755
H 2.8370 0.2403 3.1823
H 4.4645 0.4156 2.5308
H 3.4864 1.8816 3.1512
H 5.2048 -1.1435 4.3027
H 3.7330 -1.5214 4.9323
H 4.9418 -1.0269 6.0519
*
```

Atom charges from the Löwdin analysis, given in e for atoms 1 to 2:
1. C -0.638
2. F 0.130


Entry 3:
A structure of composition C23H67B4O3PV2 at a distorted geometry. Source: the Open Molecules 2025 dataset; level of theory: ωB97M-V/def2-TZVPD.

Properties
- orbital gap (alpha / beta) (Ha) = 0.196 / 0.298

The geometry in ORCA input format:
```
! wB97M-V def2-TZVPD RIJCOSX def2/J DEFGRID3
* xyz 0 7
V -3.0784 3.2307 -0.8556
V -2.9405 -0.6116 -2.3955
C 6.8394 -0.0778 0.8881
C 5.6826 0.3214 1.7625
C 4.6320 -0.7967 1.8516
C 3.9983 -0.9788 0.4470
P 2.5075 -2.0391 0.2291
C 1.7553 -1.8728 -1.4253
C 2.6239 -2.0892 -2.7710
C 1.7778 -2.0859 -3.9910
C 1.1208 -0.8011 -4.3002
C 3.1162 -3.7973 0.4720
C 2.1257 -4.9680 0.1812
C 1.1281 -5.4566 1.2571
C 0.7266 -6.9648 1.2257
C 1.2305 -1.5753 1.4088
C 0.8713 -0.1176 1.4323
C -0.4100 0.1130 2.1614
C -0.5892 1.6043 2.4121
H 6.5781 -0.6213 -0.0198
H 7.4572 -0.8429 1.3582
H 7.4102 0.7892 0.5552
H 5.2100 1.2258 1.3795
H 5.9542 0.7307 2.7355
H 3.8867 -0.5422 2.6051
H 5.1891 -1.7060 2.0770
H 4.6500 -1.3027 -0.3645
H 3.5675 -0.0574 0.0553
H 1.3223 -0.8819 -1.2888
H 0.8623 -2.4975 -1.4449
H 3.0451 -3.0926 -2.7078
H 3.5188 -1.4671 -2.7835
H 1.0751 -2.9092 -3.8624
H 2.3043 -2.3398 -4.9111
H 1.9054 -0.1241 -4.6380
H 0.4285 -0.4027 -3.5585
H 0.4168 -0.8193 -5.1322
H 3.6377 -3.8358 1.4284
H 3.9435 -3.9892 -0.2112
H 2.6623 -5.8646 -0.1290
H 1.5329 -4.6235 -0.6662
H 0.2292 -4.8412 1.2192
H 1.6167 -5.2929 2.2176
H 0.6153 -7.4486 0.2553
H -0.2753 -7.0951 1.6346
H 1.3785 -7.5818 1.8441
H 1.3373 -2.1353 2.3378
H 0.3585 -2.1069 1.0276
H 0.6758 0.2023 0.4089
H 1.6517 0.4835 1.8990
H -0.3965 -0.5352 3.0377
H -1.2655 -0.2187 1.5731
H -1.4295 1.7190 3.0969
H -0.7878 2.2494 1.5562
H 0.2166 2.1521 2.9008
B -2.0233 1.2433 -1.3410
H -2.8498 0.8963 -0.7403
H -1.5580 2.0497 -0.7956
H -1.3349 0.4302 -1.5118
H -2.3852 1.6340 -2.2794
B -4.1901 3.6190 -2.8058
H -3.3016 3.7463 -3.4047
H -4.2438 2.5935 -2.4745
H -4.2605 4.2696 -1.9478
H -5.0708 3.9421 -3.3389
B -4.8343 2.7684 0.3865
H -5.8369 2.5612 0.7273
H -4.6745 2.1443 -0.4790
H -4.6234 3.7989 0.1462
H -4.1264 2.3972 1.1113
B -5.1378 -0.5581 -2.2333
H -6.1810 -0.5089 -1.9619
H -5.0133 -1.0162 -3.2022
H -4.7054 0.4244 -2.1231
H -4.5927 -1.1991 -1.5579
C -1.5030 5.6237 0.8082
O -1.7195 4.9764 -0.4054
H -1.8351 6.6554 0.6929
H -2.0899 5.2240 1.6352
H -0.4195 5.6410 0.9260
C -4.6483 -0.8497 1.3701
C -4.6082 -0.8807 2.8623
O -4.4533 -1.9190 3.5214
C -4.8156 0.5201 3.4995
H -5.6064 -0.3862 1.1352
H -4.5103 -1.7878 0.8324
H -3.9243 -0.1746 0.9139
H -4.6860 1.3767 2.8380
H -4.1289 0.6234 4.3396
H -5.8323 0.6033 3.8836
C 1.6272 3.5938 -1.6348
C 2.6136 3.0838 -0.6333
O 3.4120 2.2245 -0.9872
C 2.5818 3.5163 0.8147
H 2.2079 3.9264 -2.4952
H 0.9484 4.3162 -1.1816
H 1.0867 2.7033 -1.9556
H 3.4318 3.1048 1.3589
H 1.7098 3.0408 1.2638
H 2.5040 4.5953 0.9475
*
```

Atom charges from the Löwdin analysis, given in e for atoms 1 to 2:
1. V 0.997
2. V 0.589


Entry 4:
A cluster of 9 separate species, C23H67N10O10 in total at a distorted geometry. Source: the Open Molecules 2025 dataset; level of theory: ωB97M-V/def2-TZVPD.

Properties
- orbital gap (Ha) = 0.216
- ΔE to the lowest compared entry with this formula, charge and spin (kcal per mole) = 0.0

The geometry in ORCA input format:
```
! wB97M-V def2-TZVPD RIJCOSX def2/J DEFGRID3
* xyz -1 1
C -0.1033 -0.0596 -0.4360
C -0.1791 1.3353 0.0161
O -0.9500 2.2489 -0.7892
H -1.0913 -0.5084 -0.5393
H 0.3738 -0.6980 0.3076
H 0.3626 -0.0607 -1.4213
H 0.8166 1.7354 0.2078
H -0.5605 1.3849 1.0360
C -0.2259 -3.6019 1.0650
C -0.1238 -3.5981 -0.4123
C 0.9724 -2.5678 -0.8462
O 0.9073 -2.4725 -2.2948
C 1.8032 -1.4599 -2.7815
N 0.3631 -4.9104 -0.6545
H -1.0352 -4.2363 1.4264
H -0.5307 -2.5795 1.2882
H 0.7073 -3.9127 1.5349
H -1.0971 -3.5707 -0.9021
H 1.9796 -2.7952 -0.4970
H 0.7278 -1.5860 -0.4408
H 2.7968 -1.9020 -2.8544
H 1.8208 -0.4991 -2.2671
H 1.3907 -1.3605 -3.7856
H 1.2521 -4.9842 -0.1809
H -0.2784 -5.5477 -0.2047
C -2.9812 -4.7005 3.5155
C -2.6374 -3.2795 3.8118
C -2.1179 -2.4850 2.5981
O -2.0506 -1.0577 2.7857
C -1.9369 -0.3982 1.4553
N -3.8683 -2.7102 4.3872
H -2.0125 -5.2000 3.5278
H -3.4068 -4.7606 2.5138
H -3.5450 -5.2034 4.3012
H -1.9346 -3.1643 4.6370
H -2.7472 -2.8173 1.7725
H -1.1361 -2.8694 2.3216
H -2.7538 -0.6769 0.7897
H -0.9845 -0.7661 1.0734
H -1.8948 0.6888 1.5237
H -3.7401 -1.7986 4.8026
H -4.2056 -3.3074 5.1286
C 2.9314 -0.9644 0.5437
C 3.6869 0.2245 0.0439
C 3.1713 1.4508 0.7921
O 3.8843 2.5765 0.3668
C 3.4364 3.8364 0.8731
N 5.1535 0.0976 0.3126
H 1.8969 -0.9123 0.2045
H 2.8017 -0.9756 1.6259
H 3.4198 -1.8552 0.1485
H 3.5173 0.4693 -1.0046
H 3.2155 1.3459 1.8761
H 2.1252 1.6046 0.5274
H 3.9956 4.6574 0.4243
H 3.7790 3.7328 1.9026
H 2.3754 4.0139 0.6975
H 5.6292 0.9219 -0.0256
H 5.3710 0.0426 1.2974
C 0.8999 0.7404 -2.7088
C 0.8816 2.0079 -3.5521
C 0.1264 1.8573 -4.8549
O -1.2222 1.5203 -4.7739
C -1.7513 1.3593 -6.0864
N 0.2717 3.0074 -2.6276
H -0.0108 0.5532 -2.1398
H 1.6417 0.9277 -1.9325
H 1.0341 -0.0952 -3.3957
H 1.8991 2.3199 -3.7879
H 0.6789 1.1801 -5.5062
H 0.1711 2.8638 -5.2708
H -1.4852 2.1901 -6.7398
H -2.8392 1.3237 -6.0291
H -1.4647 0.3871 -6.4875
H 0.5447 3.9305 -2.9334
H 0.7932 3.0188 -1.7626
C 0.8989 -1.0543 2.5014
C 0.0447 -0.5793 3.6668
O 0.8529 -0.3252 4.8328
O 1.4525 -2.3149 2.6341
H 1.6061 -0.2933 2.1714
H 0.2459 -1.1054 1.6303
H -0.7546 -1.2997 3.8409
H -0.4926 0.3065 3.3278
H 0.3542 -0.6185 5.5989
H 2.3405 -2.1349 2.9515
C -2.1411 -0.6654 -2.5552
O -1.4490 0.3851 -2.7106
N -1.6136 -1.7573 -2.0748
N -3.3239 -0.8966 -2.9630
H -2.3194 -2.4184 -1.7835
H -0.6250 -1.7563 -1.8678
H -3.8090 -1.7418 -2.6976
H -3.8393 -0.1950 -3.4752
C -0.5691 4.5868 -0.8912
O -1.3830 4.1408 -1.6960
N -0.1015 3.9367 0.1374
N -0.0286 5.7822 -1.0572
H -0.1982 2.9323 0.0920
H 0.4760 4.3659 0.8462
H 0.8110 6.0756 -0.5786
H -0.2744 6.4007 -1.8169
C -1.8150 2.9419 2.2903
O -2.2694 3.5079 3.2383
N -0.5810 3.0635 2.0212
N -2.4834 2.0922 1.5737
H 0.0513 3.6899 2.4987
H -0.3300 2.7907 1.0816
H -3.3910 1.8325 1.9329
H -2.0467 1.6788 0.7622
*
```

Atom charges from the Löwdin analysis, given in e for atoms 1 to 2:
1. C -0.178
2. C -0.361


Number 1: electronic energy -73875.375 eV. Number 2: electronic energy -191752.370 eV. Number 3: electronic energy -94435.664 eV. Number 4: electronic energy -60288.025 eV.